[1]
{
  "formula": "C2HDyO2",
  "method": "the ωB97M-V functional and the def2-TZVPD basis",
  "symbols": ["O", "O", "C", "C", "H", "Dy"],
  "positions_angstrom": [[1.20566, 0.42196, 0.13014], [-1.92785, 0.31919, 0.04728], [1.14349, -0.76430, 0.00278], [-1.98764, -0.81754, -0.08798], [1.92477, -1.43324, -0.41663], [-0.35844, 2.27392, 0.32440]],
  "atomic_forces_ev_per_a": [[-1.0, -7.8, -0.3], [0.2, -0.2, 0.0], [2.5, 8.0, 0.1], [-0.2, 0.2, 0.0], [-0.2, -2.1, -0.1], [-1.3, 1.9, 0.3]],
  "lowdin_charge": [0.039, -0.124, 0.478, 0.231, 0.257, 2.119],
  "homo_energy_ev": [-24.466, -26.609],
  "max_force_ha_per_bohr": 0.162,
  "spin_multiplicity": 7,
  "s_squared": 12.02,
  "homo_lumo_gap_ev": [5.22, 7.91],
  "total_charge": 3
}


[2]
{
  "formula": "C2H3ClO2S",
  "method": "the ωB97M-V functional and the def2-TZVPD basis",
  "symbols": ["O", "C", "Cl", "C", "S", "O", "H", "H", "H"],
  "positions_angstrom": [[0.90292, -0.14724, 1.67149], [0.86658, 0.16453, 0.48829], [1.85336, 1.46059, -0.10307], [-0.20013, -0.19807, -0.38861], [-0.99283, 1.54247, -0.61697], [-2.15044, 1.69925, 0.56368], [0.17943, -0.76158, -1.28510], [-0.97740, -0.77023, 0.11992], [-1.81431, 2.30456, 1.26861]],
  "atomic_forces_ev_per_a": [[0.5, 0.4, -2.3], [0.3, -0.1, 4.9], [1.7, 0.1, -0.4], [-1.7, 0.1, -1.4], [-0.7, -0.6, -0.9], [0.5, 0.1, 0.4], [-0.8, 1.2, 0.3], [0.3, -0.1, 0.0], [-0.1, -0.8, -0.7]],
  "lowdin_charge": [0.023, -0.962, 0.666, -0.377, 0.841, -0.465, 0.118, 0.092, 0.063],
  "smiles": "O=C(Cl)CSO",
  "e_above_lowest_kcal_mol": 21.1,
  "homo_energy_ev": -9.201,
  "max_force_ha_per_bohr": 0.095,
  "homo_lumo_gap_ev": 9.48,
  "total_charge": 0
}


[3]
{
  "formula": "C2H8N4",
  "method": "the ωB97M-V functional and the def2-TZVPD basis",
  "symbols": ["C", "N", "C", "N", "N", "N", "H", "H", "H", "H", "H", "H", "H", "H"],
  "positions_angstrom": [[1.92501, -0.76954, 0.74435], [-1.68283, -0.39151, 0.45523], [0.60011, -0.38021, 0.14018], [-1.83883, 1.13583, -0.40075], [0.47352, 0.13076, -1.06043], [-0.45377, -0.47252, 0.97896], [-1.72043, -0.94368, -0.41969], [-1.80778, 1.84404, 0.32249], [-2.70654, 1.16855, -0.92240], [-0.92715, 1.04849, -0.96928], [1.35636, 0.22904, -1.54954], [1.77869, -1.36749, 1.64211], [2.49502, 0.12407, 1.00727], [2.50860, -1.35582, 0.03149]],
  "atomic_forces_ev_per_a": [[0.0, -0.1, 0.0], [0.2, 0.0, -0.1], [0.0, 0.4, -0.3], [0.4, 0.0, -0.2], [0.0, -0.2, 0.1], [-0.2, -0.2, 0.2], [0.2, 0.2, 0.0], [0.0, -0.1, 0.0], [0.1, 0.0, 0.0], [-0.5, 0.0, 0.2], [0.0, -0.1, 0.1], [-0.1, 0.1, 0.0], [0.0, 0.0, 0.0], [0.0, 0.1, 0.0]],
  "lowdin_charge": [-0.050, -0.034, -0.545, 0.086, 0.034, -0.087, 0.083, 0.099, 0.099, 0.054, 0.045, 0.067, 0.076, 0.072],
  "e_above_lowest_kcal_mol": 68.7,
  "homo_energy_ev": -8.322,
  "max_force_ha_per_bohr": 0.011,
  "homo_lumo_gap_ev": 9.13,
  "total_charge": 0
}